The following is a DFT calculation (ωB97M-V with the def2-TZVPD basis set) of an isolated molecule of C4H6O2.

Structure (XYZ):
```
12
C4H6O2 | the Open Molecules 2025 dataset | ωB97M-V with the def2-TZVPD basis set
O -0.087 -0.499 -1.545
O 2.466 0.120 0.937
C -0.616 -0.627 -0.234
C 1.685 0.347 0.046
C 0.829 -0.747 -0.495
C -1.244 0.620 0.345
H -0.928 0.807 1.376
H 1.297 -1.731 -0.501
H -1.125 -1.567 -0.023
H 1.515 1.369 -0.347
H -0.968 1.484 -0.268
H -2.334 0.532 0.331
```

Properties
energy above the lowest of the compared OMol25 structures with the same formula, charge and spin	44.1	kcal per mole
SMILES	C[C@H]1O[C@H]1C=O

***

The following is a DFT calculation (ωB97M-V with the def2-TZVPD basis set) of an isolated molecule of C8H16O4S.

Structure (XYZ):
```
29
C8H16O4S | the Open Molecules 2025 dataset | ωB97M-V with the def2-TZVPD basis set
S -0.755 0.777 2.280
O -1.457 1.412 3.328
O -0.522 -1.107 -1.968
O -1.323 1.256 0.877
O -0.817 -0.647 2.302
C -0.541 -2.241 -1.113
C -1.078 1.238 -1.487
C -1.569 -0.176 -1.736
C 0.870 -2.834 -1.019
C 0.963 1.265 2.419
C -0.348 1.464 -0.182
C 0.926 0.687 -0.011
C 1.758 1.319 1.088
H 1.555 -2.121 -1.453
H -0.496 1.575 -2.335
H 1.982 2.340 0.820
H -1.201 -3.016 -1.503
H 0.946 -3.789 -1.516
H 0.775 -0.353 0.230
H -0.884 -1.974 -0.121
H 1.464 0.705 -0.948
H 1.135 -2.936 0.028
H -0.075 2.517 -0.156
H 2.663 0.747 1.233
H -2.165 -0.137 -2.648
H -2.250 -0.510 -0.963
H -1.970 1.856 -1.436
H 1.024 2.198 2.959
H 1.388 0.487 3.033
```

Properties
energy above the lowest of the compared OMol25 structures with the same formula, charge and spin	0.0	kcal per mole
SMILES	CCOCC[C@@H]1CCCS(=O)(=O)O1

***

The following is a DFT calculation (ωB97M-V with the def2-TZVPD basis set) of a structure of composition C22H44AlCl2FN2O13P2S.

Structure (XYZ):
```
88
C22H44AlCl2FN2O13P2S | the Open Molecules 2025 dataset | ωB97M-V with the def2-TZVPD basis set
Cl 9.960 -1.546 -10.441
Cl 8.723 0.443 -8.671
S -0.393 -3.513 2.627
P 4.693 0.826 -6.322
P 6.853 0.980 -6.625
Al -1.126 -5.705 3.674
F 4.366 1.558 -0.118
O 4.136 2.625 -4.015
O -0.510 -2.771 1.396
O 1.623 2.182 0.091
O 0.496 -2.896 3.583
O -3.716 0.381 3.839
O -7.073 0.568 6.681
O -0.299 -5.112 -2.176
O -8.716 2.059 6.656
O -1.705 -0.621 3.621
O -2.181 0.631 5.435
O -6.872 2.432 5.424
O -1.751 -3.829 3.271
O 0.082 -4.979 2.364
N -1.966 -1.046 -1.506
N 1.417 1.078 2.049
C 0.653 -4.537 -1.271
C -3.951 -2.177 -2.223
C 1.051 -0.101 2.848
C 7.384 2.506 -5.804
C -2.460 0.057 4.227
C -7.959 0.207 7.751
C 3.311 2.679 -3.033
C -2.583 -2.117 -1.990
C -3.229 1.547 5.754
C -4.394 1.013 4.936
C 0.659 -0.034 0.046
C -4.717 -1.062 -1.927
C -9.243 0.902 7.341
C -7.490 1.751 6.178
C -10.149 1.303 8.473
C 7.467 -0.502 -5.748
C 4.400 2.094 -1.877
C 1.274 1.167 0.726
C 2.101 1.787 -3.062
C -2.713 0.014 -1.221
C 10.212 -0.049 -9.560
C -4.087 0.060 -1.411
H 1.391 2.105 -3.826
H -5.788 -1.068 -2.089
H 0.826 -3.481 -1.500
H -0.342 -0.218 0.427
H 3.737 2.006 -0.571
H 1.261 -0.925 0.215
H 1.605 -5.077 -1.308
H 10.460 0.739 -10.259
H 0.591 0.142 -1.023
H -2.184 0.874 -0.820
H 7.844 2.349 -4.840
H -11.003 1.865 8.098
H 4.202 0.079 -7.374
H 0.309 0.168 3.585
H 11.005 -0.192 -8.839
H -4.397 -3.079 -2.618
H -9.791 0.305 6.608
H -8.046 -0.872 7.824
H 4.713 1.090 -2.124
H 4.365 0.170 -5.148
H -2.930 2.551 5.443
H 0.052 -5.050 -3.066
H 2.357 0.740 -3.246
H 1.625 1.854 -2.088
H 8.060 -0.217 -4.892
H 2.962 3.664 -2.689
H -9.620 1.946 9.176
H -7.553 0.603 8.685
H -5.064 1.789 4.597
H 4.097 2.074 -6.270
H -4.965 0.259 5.474
H 1.934 -0.477 3.364
H 6.641 -1.129 -5.438
H 8.040 -1.074 -6.459
H -10.513 0.421 8.998
H 5.276 2.720 -1.756
H 0.240 -4.608 -0.269
H -1.952 -2.974 -2.201
H 1.807 1.890 2.498
H -3.417 1.550 6.824
H 6.532 3.159 -5.670
H 8.050 3.003 -6.493
H -4.645 0.951 -1.158
H 0.648 -0.883 2.225
```

***

| no. | orbital gap (eV) |
| --- | --- |
| 1 | 11.00 |
| 2 | 10.34 |
| 3 | 4.27 |